{
  "formula": "C49H59F9N4O33S2",
  "method": "wB97M-V/def2-TZVPD",
  "homo_ha": -0.339,
  "gap_ha": 0.33891,
  "smiles": "C=C[C@](C#N)(CCOC(C)=O)[C@](C#N)(CCCCCCCSc1nnco1)CCCS(=O)(=O)O.O=C1OC[C@@H](F)O1.O=C1OC[C@@H](F)O1.O=C1OC[C@@H](F)O1.O=C1OC[C@@H](F)O1.O=C1OC[C@@H](F)O1.O=C1OC[C@@H](F)O1.O=C1OC[C@@H](F)O1.O=C1OC[C@@H](F)O1.O=C1OC[C@@H](F)O1",
  "max_force_ha_per_bohr": 0.052,
  "species": ["S", "S", "F", "F", "F", "F", "F", "F", "F", "F", "F", "O", "O", "O", "O", "O", "O", "O", "O", "O", "O", "O", "O", "O", "O", "O", "O", "O", "O", "O", "O", "O", "O", "O", "O", "O", "O", "O", "O", "O", "O", "O", "O", "O", "N", "N", "N", "N", "C", "C", "C", "C", "C", "C", "C", "C", "C", "C", "C", "C", "C", "C", "C", "C", "C", "C", "C", "C", "C", "C", "C", "C", "C", "C", "C", "C", "C", "C", "C", "C", "C", "C", "C", "C", "C", "C", "C", "C", "C", "C", "C", "C", "C", "C", "C", "C", "C", "H", "H", "H", "H", "H", "H", "H", "H", "H", "H", "H", "H", "H", "H", "H", "H", "H", "H", "H", "H", "H", "H", "H", "H", "H", "H", "H", "H", "H", "H", "H", "H", "H", "H", "H", "H", "H", "H", "H", "H", "H", "H", "H", "H", "H", "H", "H", "H", "H", "H", "H", "H", "H", "H", "H", "H", "H", "H", "H"],
  "positions_angstrom": [[-0.2310, 2.0350, -10.4509], [3.3071, -4.2118, -0.0429], [-2.5000, 3.6213, -6.5305], [-4.4679, 3.3120, 4.9083], [-3.6124, 9.1384, -11.4828], [4.6105, 3.1825, 6.3555], [1.4062, -6.7042, 12.1020], [8.4100, -2.5126, -2.2695], [-6.2796, -1.3699, 9.2612], [0.4341, -6.2557, 7.7055], [-1.7686, -2.5822, 8.5689], [2.4974, -4.0586, 1.1214], [3.6294, -5.1923, 6.9855], [-1.2254, 4.2167, 4.1927], [-3.9644, 7.7823, -6.0895], [4.3827, -5.4230, 0.1693], [-2.9609, 4.7959, -12.0971], [-0.8213, -0.1588, 1.0411], [4.0993, -3.0385, -0.3334], [-1.9545, 6.2327, -10.6845], [-2.1763, 6.9833, -7.2038], [-0.2383, -1.8005, 7.1024], [-2.9425, 1.5449, 9.1098], [-0.0539, 0.3071, 7.8412], [-0.1444, -2.6728, 11.1151], [1.9813, -4.8023, 8.4650], [5.4500, -1.2938, -3.5300], [-2.8892, 4.7652, 5.6011], [3.7888, 1.5214, 3.4538], [3.9569, 3.2075, 1.9702], [0.4894, 4.6535, -9.6750], [-3.6728, 6.9338, -11.9555], [-3.6158, 5.5569, -6.2220], [0.8327, -4.5300, 11.9455], [5.8705, -1.4174, -5.7376], [-0.8384, 5.6737, 5.8649], [-4.3415, -0.2176, 9.2852], [-0.9485, -4.7051, 10.5918], [7.4847, -1.9250, -4.2420], [-5.1489, 1.8733, 9.4151], [4.2179, 3.6089, 4.1754], [4.0079, -3.8460, 8.7503], [-2.2047, 0.1740, 2.8125], [0.9799, -0.3043, 5.9384], [2.6669, 4.4989, -10.0125], [-1.7503, -3.0836, 0.5704], [1.5736, -1.3272, -0.1963], [2.1027, 3.3007, -10.3715], [-1.5741, 4.9552, 5.2789], [-0.4669, -6.0279, 10.8232], [4.0404, 1.4418, 4.8601], [3.9870, 2.8159, 3.0885], [2.3694, -4.5823, -1.5500], [0.2914, -0.5704, 6.8749], [0.1521, 0.2446, 3.2196], [0.2458, -0.5502, -9.3900], [0.9225, -1.7124, -1.0717], [-1.9431, 0.0431, 0.1824], [1.7190, 5.2637, -9.6161], [-0.7898, -0.1440, -8.3008], [-2.9536, -1.3777, -3.7453], [-1.5771, -0.2159, -1.2974], [-2.0812, 7.6422, -10.4827], [-6.2719, 0.9900, 9.4163], [3.8136, 2.8591, 5.3059], [-2.8334, 4.7941, -7.1229], [0.8268, 3.4321, -10.1447], [0.0446, -1.7672, -4.8206], [6.2300, -1.5347, -4.6143], [-1.4508, -1.7196, -1.6997], [-1.6925, -2.6241, -0.4921], [0.4854, -1.2350, -3.4185], [-3.3165, 6.8662, -6.4643], [-0.0925, -3.8553, 11.2099], [-1.6274, 5.6657, -7.3335], [3.2846, -4.5445, 8.1295], [0.9237, 0.6368, -10.1341], [-0.7427, -1.1905, -7.1377], [2.5326, -6.0327, 6.6226], [7.6143, -1.5925, -2.8700], [-2.3438, 3.3874, 3.8665], [-0.6670, -1.7989, 8.4606], [-0.2497, -0.5802, -5.7914], [-5.6460, -0.3154, 9.8273], [-3.4897, 7.9047, -10.9392], [-3.4888, 4.1476, 4.4785], [-2.5422, -2.1251, -2.7186], [-2.8709, 5.8790, -11.6292], [1.3783, -5.3581, 7.3119], [0.0088, -2.1234, -2.2086], [0.3506, -5.8550, 12.0747], [-0.9941, -0.3545, 8.7015], [-4.0381, 1.1128, 9.2538], [6.1981, -1.6817, -2.3734], [0.8100, -4.5077, -1.3802], [-1.0939, 0.0968, 2.3433], [0.1317, -3.6464, -2.4966], [8.0666, -0.6032, -2.7746], [2.7759, 3.0964, 5.5502], [2.6766, -5.5517, -1.9767], [-4.2487, 7.7711, -10.1648], [0.5451, 1.2730, 3.1507], [0.7214, -0.0729, -5.9534], [0.4584, -5.5419, -1.5578], [1.9569, 6.2651, -9.2653], [0.9050, -4.5651, 6.7290], [1.7685, 0.9753, -9.5124], [2.4110, -6.0750, 5.5423], [-2.3478, 0.3203, -1.8749], [6.0018, -1.0144, -1.5375], [-7.0357, 1.3285, 10.1132], [0.1237, -2.1930, 9.0903], [-0.2463, -1.2159, -10.1214], [0.9287, -2.2723, -5.2574], [-0.0531, -2.0231, -7.3597], [-2.8571, -0.4777, 0.5091], [-0.6477, 0.3576, -1.4678], [0.1356, -6.3431, 9.9724], [-0.8646, 5.5147, -6.5670], [-5.5818, -0.4664, 10.9069], [-0.8551, -0.0608, 9.7384], [0.1597, -0.1894, -3.3182], [-1.3410, 8.1634, -11.0931], [-6.7013, 0.9459, 8.4138], [5.9186, -2.6950, -2.0851], [-1.8052, -0.1164, -8.7294], [-1.9249, 7.9041, -9.4383], [-0.5304, 0.8484, -7.8998], [1.5880, -1.2497, -3.3766], [-0.7782, -2.4944, -4.7899], [0.7048, -3.8597, -3.4180], [-1.7348, -1.6473, -6.9594], [-3.3853, -1.8883, -4.6134], [-3.9229, 4.9118, 3.8297], [-0.9812, 0.1239, -5.3636], [1.0655, -1.1433, -8.9460], [1.3430, 0.3354, -11.1046], [-0.2172, -5.9516, 13.0026], [-1.9960, -0.1022, 8.3972], [-0.8555, -4.1122, -2.6674], [-0.0173, -0.1014, 4.2484], [3.3608, 0.7401, 5.3411], [0.9468, -0.4019, 2.7986], [-2.8193, -0.2891, -3.7504], [2.7079, -7.0425, 6.9996], [-3.0344, -3.0981, -2.5757], [5.0676, 1.1117, 5.0274], [-2.2094, 2.4018, 4.3159], [2.6672, -3.8279, -2.2992], [-1.1772, 5.5232, -8.3121], [-2.1909, 1.1243, 0.2413], [-1.2877, -6.7302, 10.9545], [5.0462, -5.2643, -0.5244], [-3.4098, 4.5932, -8.0289], [-2.4442, 3.2706, 2.7895], [0.4993, -4.2602, -0.3561]]
}